No. 1
DFT (the ωB97M-V functional and the def2-TZVPD basis) results for a structure of composition C38H40AsN3O2SSe2Ti.

Structure (XYZ):
```
88
Properties=species:S:1:pos:R:3
Ti -0.23867 0.08601 -1.18454
O -1.18422 4.67786 -4.99892
C -1.86065 4.94701 -3.78014
C -1.66491 3.76941 -2.80845
C -2.31131 4.25387 -1.49607
O -2.62342 3.27052 -0.53046
C -0.15968 3.49361 -2.74724
Se 0.47802 2.49029 -1.20949
C -2.39810 2.57620 -3.41146
Se -2.27593 0.76501 -2.62413
H -1.31315 5.42023 -5.59472
H -2.93258 5.09318 -3.95946
H -1.46290 5.85764 -3.31239
H -3.23362 4.78613 -1.77188
H -1.64946 4.97563 -1.00845
H -2.85194 2.45090 -0.99667
H 0.38624 4.43761 -2.71064
H 0.15622 2.97313 -3.64846
H -2.05850 2.45291 -4.43774
H -3.47221 2.77723 -3.44419
S 1.80248 -0.51410 -2.46274
C 3.04852 -1.31192 -1.52909
C 4.07267 -1.97528 -2.22350
C 5.13621 -2.53455 -1.54702
C 5.22848 -2.44560 -0.15890
C 4.22704 -1.79892 0.53846
C 3.13315 -1.25960 -0.13707
As 1.76944 -0.24350 0.74903
C 2.84799 1.25777 1.35734
C 3.54733 1.93954 0.36298
C 4.35805 3.01113 0.69750
C 4.47319 3.41285 2.02146
C 3.78375 2.73199 3.01204
C 2.97272 1.65238 2.68293
C 1.38863 -1.24547 2.37694
C 0.77696 -0.62146 3.46354
C 0.44105 -1.34430 4.59881
C 0.68505 -2.70834 4.65142
C 1.26227 -3.34431 3.56306
C 1.61380 -2.61939 2.43327
H 4.01764 -2.03361 -3.30253
H 5.91349 -3.03932 -2.10697
H 6.07476 -2.86923 0.36467
H 4.29386 -1.70119 1.61604
H 3.45446 1.63549 -0.67328
H 4.89774 3.53541 -0.08020
H 5.10511 4.25245 2.28017
H 3.88006 3.03137 4.04780
H 2.46861 1.11438 3.47488
H 0.55631 0.43833 3.43774
H -0.02081 -0.84041 5.43822
H 0.41811 -3.27476 5.53401
H 1.44140 -4.41145 3.58925
H 2.05354 -3.13245 1.58823
C -2.26901 -2.69325 2.23116
N -2.33060 -2.79265 0.78489
C -3.17187 -3.90992 0.39157
C -0.97674 -2.87487 0.23799
C -0.92812 -2.92253 -1.27154
C -0.94169 -4.19040 -1.86314
C -0.96363 -4.34229 -3.23344
C -0.96184 -3.20519 -4.03343
C -0.90764 -1.95451 -3.45202
C -0.87171 -1.76406 -2.06058
H -1.83403 -3.59442 2.69480
H -3.27184 -2.55294 2.63827
H -1.65500 -1.83885 2.51955
H -2.76420 -4.87791 0.73007
H -3.28277 -3.94227 -0.68969
H -4.15927 -3.78566 0.83736
H -0.45641 -3.76127 0.64583
H -0.42704 -2.00719 0.62458
H -0.94792 -5.06556 -1.22169
H -0.98174 -5.33017 -3.67567
H -0.97826 -3.29571 -5.11249
H -0.85909 -1.09188 -4.10368
N -4.94393 2.99489 3.94877
C -4.19127 2.47919 3.25206
C -3.25338 1.82924 2.37929
C -1.91096 2.18693 2.39994
C -1.05263 1.54626 1.53265
N -1.44733 0.58914 0.68486
C -2.74277 0.24626 0.67537
C -3.67668 0.83664 1.50785
H -1.54456 2.96454 3.05316
H -0.00957 1.83038 1.50683
H -3.02650 -0.54260 -0.00339
H -4.71226 0.53427 1.46096
```

Properties
- relative energy (zero: lowest compared OMol25 entry of this formula, charge and spin) (kcal/mol) = 28.0
- frontier orbital gap (Ha) = 0.2244
- strongest force on any atom (eV/Å) = 0.71
- molecular weight (g mol⁻¹) = 883.5
- energy (Ha) = -10073.0435

Atom charges from the Mulliken analysis, given in e for atoms 1 to 8: 0.4561 -0.5135 -1.4177 2.2404 -1.3966 -0.2892 -1.3931 -0.0692


No. 2
DFT (the ωB97M-V functional and the def2-TZVPD basis) results for an isolated molecule of C4H6O2 at a distorted geometry.

Structure (XYZ):
```
12
Properties=species:S:1:pos:R:3
O 2.32335 1.19603 -0.15523
C 1.24726 0.69081 -0.10137
C 0.76021 -0.72395 -0.34763
C -0.63006 -0.75040 0.25477
C -0.99263 0.70750 0.16454
O 0.11847 1.52389 -0.05505
H 0.73678 -0.86950 -1.43572
H 1.45275 -1.44425 0.07996
H -1.34255 -1.37772 -0.28186
H -0.60158 -1.06930 1.30138
H -1.34730 1.09837 1.15774
H -1.72470 1.01850 -0.58152
```

Properties
- relative energy (zero: lowest compared OMol25 entry of this formula, charge and spin) (kcal/mol) = 8.6
- frontier orbital gap (Ha) = 0.4127
- SMILES string = O=C1CCCO1
- strongest force on any atom (eV/Å) = 3.68
- molecular weight (g mol⁻¹) = 86.1
- energy (Ha) = -306.4926

Atom charges from the Mulliken analysis, given in e for atoms 1 to 8: -0.5356 0.4614 -0.3868 -0.3899 -0.4119 -0.3360 0.2335 0.3114


No. 3
DFT (the ωB97M-V functional and the def2-TZVPD basis) results for an isolated molecule of C10H13N3O3 at a distorted geometry.

Structure (XYZ):
```
29
Properties=species:S:1:pos:R:3
C 0.28618 -0.53352 -4.30685
N 0.47597 -0.75851 -2.87016
C 1.70548 -1.11609 -2.21803
O 2.64057 -1.60512 -2.80214
N 1.88590 -1.01961 -0.85556
C 0.85083 -0.59837 -0.12904
C 0.83456 -0.40995 1.23818
C -0.50343 -0.35647 1.51320
C -1.03600 -0.40679 3.04123
C -2.44590 -1.08506 3.20151
C -0.08840 -1.14417 3.98292
C -1.33044 1.07631 3.43266
O -1.35363 -0.56427 0.42286
N -0.48688 -0.51009 -0.65202
C -0.61190 -0.47369 -2.02515
O -1.72126 -0.37319 -2.55425
H -0.29800 0.40000 -4.68168
H 1.24424 -0.62874 -4.86432
H -0.32394 -1.33622 -4.73446
H 1.68632 -0.48094 1.94686
H -3.22485 -0.55663 2.54117
H -2.54521 -2.15189 2.93700
H -2.74531 -0.81668 4.22110
H 0.45964 -1.86419 3.38942
H -0.66543 -1.71721 4.65820
H 0.65299 -0.50770 4.45059
H -0.50509 1.69954 3.24271
H -1.85207 1.04798 4.41895
H -2.07372 1.45423 2.71858
```

Properties
- relative energy (zero: lowest compared OMol25 entry of this formula, charge and spin) (kcal/mol) = 36.5
- frontier orbital gap (Ha) = 0.3349
- SMILES string = Cn1c(=O)nc2cc(C(C)(C)C)on2c1=O
- strongest force on any atom (eV/Å) = 5.42
- molecular weight (g mol⁻¹) = 223.2
- energy (Ha) = -778.7435

Atom charges from the Mulliken analysis, given in e for atoms 1 to 8: -0.8946 0.1460 0.4563 -0.5830 -0.6960 0.1291 -0.2169 -0.1231


No. 4
DFT (the ωB97M-V functional and the def2-TZVPD basis) results for an isolated molecule of C4H12N2O.

Structure (XYZ):
```
19
Properties=species:S:1:pos:R:3
C -1.82366 -0.94129 0.34775
C -0.92221 -0.29806 -0.69407
O -0.26394 -1.30349 -1.48141
C 0.15476 0.61400 -0.12586
N 0.96194 1.24098 -1.19214
C 1.05208 -0.11427 0.88289
N 2.13150 0.73764 1.35315
H -1.33825 -1.82912 0.73372
H -2.78849 -1.23021 -0.07784
H -2.00472 -0.26380 1.18954
H -1.51454 0.30656 -1.39821
H -0.92902 -1.77204 -1.99466
H -0.38590 1.40601 0.38325
H 1.09658 0.56283 -1.93114
H 0.43461 2.02664 -1.54665
H 0.40150 -0.50191 1.67560
H 1.48029 -0.96787 0.34985
H 1.91767 1.71707 1.19333
H 2.33979 0.61034 2.33292
```

Properties
- relative energy (zero: lowest compared OMol25 entry of this formula, charge and spin) (kcal/mol) = 26.4
- frontier orbital gap (Ha) = 0.3485
- SMILES string = C[C@H](O)[C@H](N)CN
- strongest force on any atom (eV/Å) = 0.83
- molecular weight (g mol⁻¹) = 104.2
- energy (Ha) = -344.3430

Atom charges from the Mulliken analysis, given in e for atoms 1 to 8: -1.4832 0.2355 -0.5954 -0.0180 -0.6868 -0.7191 -0.5299 0.3896


No. 5
DFT (the ωB97M-V functional and the def2-TZVPD basis) results for a structure of composition C2H7N3O2 at a distorted geometry.

Structure (XYZ):
```
14
Properties=species:S:1:pos:R:3
C 2.10266 0.79108 -0.56218
C -0.10692 -0.15816 -0.56309
H 2.54420 0.65395 -1.54537
H 2.33555 -0.21382 0.00567
H 2.23193 1.60645 -0.03504
H -0.70157 -1.52496 0.84031
H 0.37954 0.94861 1.65510
H -1.68891 0.80599 -1.23393
H -3.01189 -0.71626 -0.31886
N 0.79443 0.78190 -0.91187
N 0.15115 -0.84107 0.62387
N -1.43208 -0.23417 -0.95069
O 0.68872 -0.11974 1.70252
O -2.02095 -0.29327 0.30430
```

Properties
- relative energy (zero: lowest compared OMol25 entry of this formula, charge and spin) (kcal/mol) = 216.7
- frontier orbital gap (Ha) = 0.3182
- strongest force on any atom (eV/Å) = 9.54
- molecular weight (g mol⁻¹) = 105.1
- energy (Ha) = -394.8596

Atom charges from the Mulliken analysis, given in e for atoms 1 to 8: -0.7025 0.3922 0.3499 0.2812 0.2985 0.3707 0.3502 0.3530


No. 6
DFT (the ωB97M-V functional and the def2-TZVPD basis) results for a structure of composition C40H56BFN7OS3SbSe4Ti at a distorted geometry.

Structure (XYZ):
```
115
Properties=species:S:1:pos:R:3
Ti -0.70710 0.43090 0.41370
C 3.13810 2.27840 2.92990
C 2.25530 1.15740 3.35980
C 2.29450 0.61100 4.64250
C 1.69900 -0.65340 4.84500
N 0.87690 -1.20820 4.00160
N 0.44610 -0.40540 2.95330
B -0.90760 -0.43850 2.50920
N -1.55640 0.86150 2.39980
N -1.18000 1.77450 3.35760
C -1.69210 2.96980 3.37200
C -2.63920 3.39210 2.41000
C -3.05610 2.50550 1.44050
C -3.92850 2.99720 0.33210
C -2.51230 1.20430 1.42540
S -3.06420 -0.01700 0.30200
C -1.33820 3.87180 4.53740
C -1.49670 5.35280 4.18360
C -2.33850 3.49440 5.64450
C 0.08930 3.62970 5.02780
N -1.67750 -1.69700 2.45650
N -2.57980 -1.95200 3.43920
C -3.04450 -3.17360 3.54190
C -2.66010 -4.21000 2.68300
C -1.78030 -3.93860 1.62870
C -1.35410 -4.97020 0.63480
C -1.29940 -2.63900 1.53320
S -0.32010 -2.10640 0.26360
C -4.01390 -3.41850 4.68090
C -3.40790 -4.45810 5.63230
C -5.34470 -3.93250 4.11960
C -4.25460 -2.12120 5.45070
C 1.34790 0.58890 2.47640
S 1.70430 0.55230 0.74380
C 2.00000 -1.47070 6.08910
C 1.74580 -0.59270 7.31990
C 3.45940 -1.94150 6.06420
C 1.06780 -2.68220 6.15860
H 3.92220 2.45830 3.65920
H 2.56150 3.20180 2.82380
H 3.59310 2.06750 1.96130
H 2.90710 1.06390 5.40470
H -2.99750 4.40700 2.37810
H -4.66790 3.69200 0.72130
H -4.42380 2.17600 -0.18700
H -3.29870 3.55840 -0.37160
H -2.54120 5.64680 4.12630
H -1.01850 5.58850 3.23240
H -1.00850 5.95500 4.94570
H -3.36110 3.64720 5.30130
H -2.17300 4.11790 6.52120
H -2.22180 2.44950 5.93050
H 0.79050 4.13700 4.36670
H 0.32290 2.56740 5.05950
H 0.20920 4.04480 6.02760
H -3.04430 -5.21240 2.80600
H -1.91130 -5.89610 0.77590
H -0.28550 -5.18490 0.73580
H -1.51780 -4.60630 -0.38320
H -3.20990 -5.39730 5.11880
H -4.09130 -4.65780 6.45760
H -2.46980 -4.08680 6.04200
H -5.20630 -4.84850 3.54700
H -5.78680 -3.18360 3.46420
H -6.04070 -4.13700 4.93290
H -3.31480 -1.73350 5.83200
H -4.93420 -2.29500 6.28230
H -4.68020 -1.36850 4.79430
H 2.48210 0.20300 7.40120
H 1.79470 -1.19880 8.22420
H 0.75750 -0.13940 7.25960
H 4.14190 -1.09380 6.01330
H 3.63310 -2.57940 5.19800
H 3.68770 -2.51720 6.96140
H 0.03190 -2.35300 6.15860
H 1.25550 -3.25780 7.06360
H 1.21610 -3.32210 5.29460
O -0.25490 0.22220 -1.48610
C -0.72300 0.88090 -2.44250
C 0.11800 1.11150 -3.66210
C 0.72910 2.51630 -3.55290
C -0.21570 3.60400 -4.04960
C -1.48040 3.73160 -3.20460
C -2.38820 2.50040 -3.27520
N -1.92330 1.45710 -2.37990
H -0.49220 1.02040 -4.56330
H 0.89530 0.34510 -3.67300
H 1.65830 2.55370 -4.12160
H 0.98680 2.71030 -2.50390
H -0.48600 3.39750 -5.09060
H 0.32180 4.55550 -3.99940
H -2.03500 4.62470 -3.49840
H -1.19120 3.85630 -2.15420
H -2.43510 2.10500 -4.29920
H -3.40510 2.75080 -2.96360
H -2.44610 1.31220 -1.49910
F 8.19140 0.65610 0.06890
C 6.87990 0.33420 0.22240
C 6.47820 -0.28780 1.39010
C 5.15780 -0.67610 1.52030
C 4.25490 -0.46410 0.48160
C 2.84760 -0.90760 0.57790
C 4.68000 0.22290 -0.65500
C 5.99210 0.62260 -0.79860
H 7.19350 -0.47180 2.17760
H 4.83220 -1.16290 2.43020
H 2.66020 -1.54850 1.43940
H 2.51560 -1.40530 -0.33730
H 3.96430 0.44860 -1.43300
H 6.32920 1.14200 -1.68280
Se 1.50820 5.79780 2.02270
Sb 0.24140 4.91860 0.13070
Se -0.19440 2.49340 0.17300
Se 1.45480 5.78250 -1.79940
Se -1.80180 6.25450 0.08600
```

Properties
- charge = -2
- relative energy (zero: lowest compared OMol25 entry of this formula, charge and spin) (kcal/mol) = 97.6
- frontier orbital gap (alpha / beta) (Ha) = 0.1588 / 0.1588
- strongest force on any atom (eV/Å) = 5.78
- molecular weight (g mol⁻¹) = 1262.4
- energy (Ha) = -14031.2196
- 2S+1 = 3

Atom charges from the Mulliken analysis, given in e for atoms 1 to 8: -0.3876 -1.3100 0.3493 -1.1732 0.1730 -1.0157 1.3292 0.5323